# 1
Density functional theory data (the ωB97M-V functional and the def2-TZVPD basis) for a cluster of 3 separate species, C4H15NO3 in total.

XYZ file:
```
23
Properties=species:S:1:pos:R:3:forces:R:3
C 0.778319 0.421611 -1.851053 0.15 0.29 -0.20
N -0.576846 -0.106550 -2.027113 0.18 0.09 0.96
C -1.530920 0.268944 -0.937051 0.07 0.46 -1.75
C -1.815738 -0.823203 0.060951 -0.11 -0.05 0.24
C -0.773877 -1.026152 1.133041 0.27 -0.39 -0.04
O 0.381505 -1.741258 0.655217 0.14 -0.06 0.10
H 1.327600 0.281247 -2.785263 0.08 -0.08 0.14
H 0.768205 1.501377 -1.654373 -0.27 -0.23 -0.11
H 1.369930 -0.004473 -1.024012 -0.02 -0.01 -0.12
H -0.518188 -1.119062 -2.047316 -0.13 0.02 -0.32
H -1.190652 1.226402 -0.546192 0.21 -0.19 0.65
H -2.453220 0.554874 -1.452898 -0.19 -0.30 0.12
H -2.752057 -0.598160 0.560538 -0.26 0.11 0.15
H -1.987341 -1.772961 -0.468178 0.05 0.14 0.07
H -1.164367 -1.670384 1.919052 -0.07 0.10 0.10
H -0.471788 -0.069277 1.570136 -0.03 -0.02 -0.02
H 0.587638 -1.455582 -0.240528 -0.09 0.07 0.03
H 1.861800 -0.854122 1.447754 0.08 0.36 0.24
H 2.617130 0.089310 2.489655 -0.26 -0.26 -0.50
O 2.322165 0.003934 1.567786 0.18 -0.09 0.23
H 1.250042 1.508512 1.198196 0.09 0.39 0.18
H 1.255721 3.069347 1.095595 0.17 -0.05 -0.07
O 0.714940 2.315626 1.336057 -0.26 -0.30 -0.07
```
Forces are in eV/Å.

Values from the calculation:
E_tot, hartree: -441.8534
LUMO level, eV: 0.7331
Energy relative to the best compared isomer or geometry (same formula, charge and spin), eV: 0.7736
Structure (SMILES): CNCCCO.O.O

=====

# 2
Density functional theory data (the ωB97M-V functional and the def2-TZVPD basis) for a structure of composition C3H6N2O.

XYZ file:
```
12
Properties=species:S:1:pos:R:3:forces:R:3
C 0.506154 1.002319 -1.101443 -0.99 -1.87 0.09
C 0.575954 0.092725 1.112241 2.04 1.77 2.09
C -0.974914 -0.853830 0.294380 -2.72 -1.64 -1.82
O -1.405058 -1.895884 -0.497863 -0.21 0.04 -0.16
N 0.223577 -0.393838 -0.087754 0.98 1.67 -0.12
N 1.496700 -0.125855 1.926171 0.87 0.01 -1.54
H -2.306705 -1.740557 -0.805268 -0.03 -0.12 0.24
H 2.041333 0.698431 2.172407 -0.68 -0.18 1.14
H -1.768745 -0.393238 0.879908 0.52 0.42 -0.04
H 1.572612 1.197186 -1.078453 -0.08 -0.21 0.03
H 0.139438 0.564851 -2.024997 0.29 0.29 -0.20
H -0.100346 1.847692 -0.789329 0.01 -0.17 0.29
```
Forces are in eV/Å.

Values from the calculation:
E_tot, hartree: -302.4290
LUMO level (alpha / beta), eV: 0.3927 / -0.0918
Energy relative to the best compared isomer or geometry (same formula, charge and spin), eV: 7.1865

=====

# 3
Density functional theory data (the ωB97M-V functional and the def2-TZVPD basis) for the molecule C6H7ClO2.

XYZ file:
```
16
Properties=species:S:1:pos:R:3:forces:R:3
C 2.770047 -0.039213 -0.041159 0.43 -0.02 -0.62
C 0.807638 1.184009 0.013506 0.68 1.39 0.48
C -0.677310 1.179792 -0.002484 -0.10 -0.36 -0.05
C -1.360717 0.050865 0.016213 -0.25 0.13 -0.48
C -2.651544 -0.646652 0.024126 0.51 -0.04 0.93
C -1.315353 -1.411885 -0.000773 0.42 0.02 0.80
H 3.116388 0.602584 -0.895792 -0.24 -0.74 0.85
H 3.060542 -1.090754 -0.161154 -0.13 0.38 -0.18
H 3.226282 0.326327 0.889107 -0.45 0.11 -0.23
H -3.208510 -0.594275 0.974294 0.21 -0.19 -0.64
H -3.223566 -0.685141 -0.879207 -0.35 0.18 -0.29
H -0.945319 -1.870447 0.938685 -0.37 0.14 -0.77
H -0.988480 -1.896623 -0.926993 -0.23 0.16 0.39
O 1.324664 -0.048485 -0.008993 0.63 0.12 0.02
O 1.485914 2.193746 0.092482 -0.74 -1.04 -0.24
Cl -1.420670 2.746153 -0.031859 -0.02 -0.23 0.04
```
Forces are in eV/Å.

Values from the calculation:
E_tot, hartree: -843.4397
LUMO level, eV: 0.6181
Energy relative to the best compared isomer or geometry (same formula, charge and spin), eV: 0.2717
Structure (SMILES): COC(=O)C(Cl)=C1CC1

=====

# 4
Density functional theory data (the ωB97M-V functional and the def2-TZVPD basis) for a cluster of 21 separate species, C36H112NO28 in total.

XYZ file:
```
177
Properties=species:S:1:pos:R:3:forces:R:3
C -2.491444 0.160255 0.328539 -1.15 0.02 0.71
C -1.138251 -0.199753 -0.241873 -0.02 -1.31 -0.93
C -1.301487 -0.303640 -1.763860 0.72 0.14 -1.22
C 0.057825 -0.312973 -2.476514 -0.40 -0.43 -0.11
C 0.870914 0.861351 -2.046069 0.74 0.35 -0.31
C 1.074341 0.948674 -0.541373 -0.16 -0.49 -0.26
N -0.196877 0.803567 0.115737 -0.47 1.99 -2.23
O -0.088790 1.090970 1.426846 -0.06 -0.01 2.09
C 1.608703 2.339466 -0.267150 0.09 0.85 -0.49
C 2.071000 -0.108598 -0.067784 0.86 -0.04 -0.07
C -0.736649 -1.609247 0.238859 -0.75 -0.52 1.46
H -3.261324 -0.595573 0.100315 0.32 -0.03 -0.16
H -2.878088 1.106829 -0.066107 0.27 -0.04 -0.05
H -2.494944 0.280798 1.417429 0.16 0.13 -0.20
H -1.864694 0.528389 -2.210043 -0.13 -0.09 0.47
H -1.785297 -1.241425 -2.071659 -0.37 0.16 0.44
H -0.052714 -0.255425 -3.567396 -0.15 -0.26 0.10
H 0.545034 -1.269787 -2.252746 0.14 0.19 -0.10
H 0.373360 1.770069 -2.409380 0.01 0.00 0.16
H 1.859871 0.854225 -2.530313 -0.12 -0.05 0.01
H 1.978833 2.517616 0.736595 0.09 -0.09 -0.04
H 0.835321 3.093734 -0.459302 -0.03 -0.20 0.13
H 2.384139 2.561172 -1.013373 0.21 -0.13 0.35
H 3.106186 0.187588 -0.301370 -0.19 -0.09 0.01
H 1.887486 -1.072024 -0.544770 0.03 0.07 0.12
H 2.015741 -0.233667 1.016252 -0.23 0.01 -0.07
H -1.624939 -2.260627 0.249770 0.16 -0.03 -0.24
H -0.452750 -1.534261 1.299424 0.30 -0.04 -0.27
H 0.068957 -2.128815 -0.276104 0.02 0.24 -0.27
C 0.524317 6.049115 -1.358957 0.27 0.14 1.04
O 1.611892 6.709879 -0.689548 0.16 -0.18 -0.41
H 0.100870 6.686029 -2.136206 -0.11 -0.13 -0.07
H 0.919482 5.125674 -1.770331 0.08 0.06 -0.23
H -0.210015 5.761398 -0.598775 -0.25 0.03 -0.34
H 1.265467 7.464555 -0.210421 -0.11 0.01 0.05
C 5.971778 3.264872 0.886209 -0.35 1.27 0.07
O 4.583800 3.075843 0.498033 1.46 0.03 -0.01
H 6.054336 3.816012 1.835913 -0.19 -0.36 -0.08
H 6.471775 2.310371 0.994275 -0.19 -0.22 -0.06
H 6.522964 3.888111 0.158830 -0.27 -0.40 -0.04
H 4.117739 3.903532 0.653206 -0.14 -0.05 -0.11
C 5.105227 0.571211 -2.284092 -0.25 0.41 0.56
O 5.561623 0.758324 -0.939255 0.08 -0.02 0.01
H 5.456831 1.403990 -2.899438 0.00 -0.22 -0.21
H 5.486162 -0.382777 -2.632399 0.14 0.01 -0.11
H 4.010131 0.526146 -2.314709 0.14 0.04 -0.08
H 5.209932 1.594518 -0.576495 -0.23 -0.49 -0.27
C -5.874281 0.139588 -2.147299 -0.70 0.19 0.10
O -5.952853 -1.262185 -2.430713 0.75 0.32 -0.32
H -4.890379 0.449500 -1.786757 0.06 -0.39 -0.04
H -6.100103 0.735313 -3.040022 0.08 -0.21 0.02
H -6.611605 0.416322 -1.385562 0.15 0.04 -0.06
H -6.696378 -1.664137 -1.991521 -0.27 0.11 0.24
C 0.460472 1.259829 -6.283003 0.34 0.10 0.45
O 0.006601 2.589764 -6.479139 -0.30 -0.23 -0.08
H 0.658158 0.745203 -7.228432 -0.26 -0.12 0.02
H 1.405623 1.272601 -5.733368 -0.04 0.21 -0.07
H -0.233057 0.709572 -5.639412 0.00 -0.23 -0.31
H -0.946807 2.506245 -6.638449 0.16 0.23 0.01
C 1.911822 -2.021863 3.675447 -0.65 0.50 0.02
O 1.321709 -1.039660 4.545444 0.45 -0.52 -0.52
H 1.344960 -2.967583 3.652314 0.27 0.13 0.36
H 1.809127 -1.629746 2.653351 0.18 0.15 0.31
H 2.972948 -2.195840 3.897251 -0.22 -0.12 -0.03
H 1.155699 -1.419350 5.410532 0.05 -0.18 -0.01
C 3.849453 1.266537 2.866642 -0.18 -0.52 -0.45
O 2.479041 1.541845 2.992062 0.02 0.36 -0.20
H 4.235965 0.951665 3.835159 0.01 0.08 0.13
H 3.978120 0.418239 2.172510 0.33 0.15 0.09
H 4.425988 2.115780 2.475250 -0.13 -0.25 0.31
H 2.024629 1.384218 2.141826 -0.36 -0.06 0.71
C -1.833612 3.389465 -1.249878 0.21 -1.07 -0.29
O -1.521170 3.459709 0.137876 -0.33 -0.32 -0.40
H -2.306756 2.429504 -1.532861 0.34 0.20 0.32
H -2.583698 4.109205 -1.591397 0.40 0.55 0.51
H -0.896966 3.448078 -1.825399 -0.39 0.29 -0.17
H -0.994311 2.630682 0.348993 -0.54 0.15 -0.02
C -0.450047 -2.870342 -4.715705 -0.32 0.17 -0.42
O 0.179593 -2.190643 -5.818989 -0.19 -0.32 0.51
H -0.974438 -3.789546 -5.021014 0.32 0.13 -0.08
H 0.341509 -3.119381 -4.013370 -0.02 0.00 -0.02
H -1.193716 -2.246490 -4.197857 0.28 0.04 -0.13
H -0.460794 -2.029799 -6.517397 -0.10 -0.05 0.13
C -2.194617 -1.816173 3.797134 -0.23 -0.20 -0.66
O -1.573099 -0.626679 3.445308 0.07 0.08 0.12
H -3.134850 -1.985869 3.227557 0.05 0.05 0.25
H -1.591292 -2.729969 3.629972 0.14 0.23 0.16
H -2.430377 -1.720554 4.857636 -0.08 -0.23 0.01
H -1.362954 -0.534698 2.502386 0.27 0.15 0.46
C -5.252270 3.381450 0.565414 -0.30 -0.23 1.11
O -4.126034 3.626703 1.379253 0.66 0.21 -0.32
H -6.056175 3.250525 1.301431 -0.10 0.09 -0.29
H -5.547971 4.229031 -0.061121 0.32 -0.14 -0.26
H -5.200109 2.424706 0.031674 0.20 0.29 -0.36
H -3.262824 3.650630 0.897530 -0.50 -0.18 0.16
C 3.659567 3.963347 -2.900883 -0.21 -0.72 1.37
O 4.179249 4.605285 -4.015295 0.15 0.38 -0.90
H 4.450090 3.424164 -2.366657 -0.09 -0.04 0.14
H 3.245764 4.683724 -2.197318 0.10 0.30 -0.14
H 2.850596 3.248760 -3.094307 0.05 0.03 -0.37
H 4.568259 3.926299 -4.573240 0.00 0.13 -0.13
C -6.068712 0.201332 1.588747 -0.39 -1.54 0.74
O -6.625692 -0.424519 2.774501 -0.30 0.61 -0.34
H -4.985943 0.263535 1.718753 -0.09 0.49 -0.29
H -6.309866 -0.403834 0.702104 0.20 0.10 0.11
H -6.587528 1.143041 1.484012 0.27 0.27 0.11
H -6.419811 -1.358587 2.808716 0.28 -0.08 -0.20
C 5.366548 -2.234675 1.263213 -0.30 0.41 0.61
C 5.404813 -3.715666 1.546725 -0.42 0.06 0.38
O 4.856924 -3.929506 2.860273 0.30 -0.20 -0.66
O 5.679436 -2.036985 -0.112829 0.18 0.68 0.27
H 6.050448 -1.704795 1.945308 0.21 -0.13 -0.38
H 4.384496 -1.814044 1.526961 -0.07 -0.30 -0.29
H 6.443931 -4.062225 1.488662 -0.16 -0.16 -0.07
H 4.784443 -4.219280 0.793198 0.20 -0.11 0.03
H 4.612755 -4.863574 2.907436 -0.05 0.18 0.15
H 5.739442 -1.065440 -0.250965 -0.10 -0.35 -0.10
C -3.639542 0.912484 -6.028914 0.20 -0.74 -2.21
C -3.274852 0.937212 -4.596822 0.43 0.66 0.24
O -3.799649 2.085989 -3.954719 -0.11 0.01 0.20
O -2.991658 2.011901 -6.732124 -0.21 -0.38 0.72
H -4.715953 0.902642 -6.252804 0.09 0.41 0.54
H -3.289957 -0.039339 -6.484326 0.12 0.29 0.32
H -2.181517 0.972446 -4.504012 -0.02 -0.32 -0.07
H -3.633642 0.026538 -4.124714 -0.17 0.07 0.29
H -3.285671 2.833633 -4.286230 -0.17 -0.03 0.10
H -3.346917 2.052328 -7.621263 -0.06 0.04 -0.10
C 0.684618 4.937010 2.859058 0.49 0.71 0.29
C 0.697975 5.717043 4.156516 0.46 0.45 0.24
O 0.953696 4.881779 5.294291 -0.42 0.15 -0.44
O -0.394607 4.093641 2.864981 -0.98 -1.01 -1.04
H 1.620588 4.375928 2.754589 0.19 0.09 -0.06
H 0.585471 5.688463 2.055061 0.32 0.00 -0.08
H -0.257955 6.259535 4.250571 0.05 -0.40 0.18
H 1.472233 6.502606 4.098259 -0.07 -0.22 -0.12
H 1.635146 5.286254 5.828125 0.10 0.10 0.04
H -0.410061 3.615793 2.000846 -0.08 0.08 1.23
C 1.442758 -6.400067 1.099940 -0.27 -0.11 0.05
C 1.471896 -5.370836 2.224626 -0.10 -0.81 1.18
O 1.844714 -6.030375 3.490051 0.21 0.58 -0.93
O 2.733905 -6.763583 0.661936 0.20 0.57 -0.84
H 0.830635 -6.086162 0.235027 0.07 0.26 0.31
H 0.961992 -7.298002 1.500318 -0.03 0.01 0.02
H 0.494231 -4.914588 2.410330 0.09 0.11 -0.47
H 2.229325 -4.603516 2.047999 -0.11 -0.05 0.00
H 1.047007 -6.398564 3.879283 -0.08 0.02 -0.14
H 2.887115 -6.290830 -0.194905 0.15 -0.55 0.78
C -4.110701 -5.845071 1.649534 0.99 0.60 -0.20
C -2.685497 -5.436532 2.013841 0.62 -0.31 -0.57
O -1.742545 -6.540736 1.935234 -0.63 0.33 0.31
O -4.673599 -6.753157 2.557899 -0.37 -0.09 0.06
H -4.097294 -6.232603 0.618076 -0.17 -0.02 0.13
H -4.678482 -4.907099 1.649147 -0.29 -0.34 0.09
H -2.631570 -5.030829 3.025755 -0.02 -0.26 -0.01
H -2.342613 -4.643921 1.329381 -0.21 -0.05 0.14
H -1.608653 -6.763635 1.007448 -0.02 0.11 0.04
H -4.252430 -7.609631 2.438479 0.14 0.08 0.05
C 2.505078 -4.516650 -2.387343 -0.10 -0.33 0.68
C 2.965270 -3.182309 -1.857527 0.59 0.15 -0.19
O 4.268765 -2.868024 -2.354916 -0.33 -0.18 0.38
O 3.281271 -5.622075 -1.858951 -0.17 0.52 -0.60
H 2.473370 -4.519783 -3.483490 0.19 -0.09 0.13
H 1.488400 -4.677034 -2.008795 0.08 -0.11 -0.17
H 3.043485 -3.206880 -0.763228 -0.44 -0.08 -0.05
H 2.231660 -2.412437 -2.148822 0.25 -0.17 0.03
H 4.778372 -2.654448 -1.545923 0.20 0.11 -0.39
H 4.191700 -5.540435 -2.179760 -0.24 0.17 0.11
C -4.011597 1.324229 4.254288 0.27 -0.17 0.77
C -3.887879 1.501837 5.752018 -0.58 -0.06 0.57
O -2.651078 1.029147 6.273533 -0.07 0.21 -0.06
O -3.011826 2.053641 3.614456 -0.35 0.65 -0.72
H -5.023297 1.653174 3.991877 -0.05 -0.15 -0.22
H -3.872552 0.260185 4.042211 -0.24 -0.09 -0.18
H -4.720193 0.977324 6.253698 0.06 0.00 -0.22
H -4.023925 2.560522 6.010723 0.32 -0.03 -0.11
H -2.842468 0.281292 6.837608 0.06 -0.13 0.03
H -3.451321 2.621203 2.955704 0.44 -0.11 0.13
```
Forces are in eV/Å.

Values from the calculation:
E_tot, hartree: -3599.9231
LUMO level, eV: 1.6007
Net charge: -1
Energy relative to the best compared isomer or geometry (same formula, charge and spin), eV: 0.0000

=====

# 5
Density functional theory data (the ωB97M-V functional and the def2-TZVPD basis) for the molecule C7H12O2.

XYZ file:
```
21
Properties=species:S:1:pos:R:3:forces:R:3
C -1.912051 0.171202 0.019731 0.25 -0.12 -0.27
C 0.054019 -1.069743 -0.598203 0.15 0.12 0.07
C -0.792488 1.253778 0.151261 0.27 -0.40 0.06
C -1.241363 -1.202379 0.183797 -0.01 0.16 0.05
C 1.447275 0.150161 1.196199 -0.06 -0.02 -0.12
C 0.734448 0.244117 -0.142565 -0.77 0.00 0.39
C 1.205591 1.151482 -1.076087 0.40 0.19 -0.44
O -2.690348 0.686400 0.956159 -0.03 -0.05 0.05
O 0.889870 -2.200533 -0.384618 -0.10 0.16 -0.05
H 1.621730 -2.171621 -1.011879 -0.08 0.01 0.04
H -2.310360 0.246571 -1.015683 0.01 0.03 0.14
H -0.181907 -0.973111 -1.666450 0.01 0.01 0.02
H -0.953425 2.094819 -0.518325 0.05 -0.05 0.00
H -0.592956 1.579584 1.166859 -0.07 -0.01 0.04
H -1.036700 -1.389353 1.239276 0.03 0.00 0.01
H -1.858588 -2.016289 -0.195928 0.00 0.02 0.01
H 1.826268 1.124786 1.506190 -0.02 -0.01 -0.04
H 0.787721 -0.231111 1.973979 -0.01 0.00 -0.01
H 2.284465 -0.542084 1.110132 0.00 0.02 0.01
H 1.857844 1.967276 -0.790886 -0.01 -0.02 0.02
H 0.860954 1.126048 -2.102959 -0.01 -0.02 0.02
```
Forces are in eV/Å.

Values from the calculation:
E_tot, hartree: -424.2441
LUMO level (alpha / beta), eV: -0.6879 / -0.1897
Energy relative to the best compared isomer or geometry (same formula, charge and spin), eV: 4.1327

=====

# 6
Density functional theory data (the ωB97M-V functional and the def2-TZVPD basis) for a cluster of 2 separate species, C3H7NOS in total.

XYZ file:
```
13
Properties=species:S:1:pos:R:3:forces:R:3
C -0.575549 0.600851 0.441064 -0.52 -0.46 2.30
C -0.508953 0.897693 1.730042 0.13 -0.05 -1.31
C -1.766351 -0.223788 -1.521820 1.38 4.61 -1.02
N -0.679437 0.336941 -0.716338 -0.10 0.42 -1.59
O 2.590091 0.058899 -0.046159 -1.73 0.71 -0.94
S 2.990453 -1.037397 1.117715 -0.50 0.19 -0.11
H -1.069784 1.762445 1.980732 -0.12 0.80 0.46
H 0.149082 0.435445 2.434665 -0.01 -0.44 0.13
H 3.311795 -2.020598 0.279114 0.13 -0.42 -0.03
H -2.732458 -0.109888 -1.169840 -1.78 0.08 1.55
H -1.778895 0.385256 -2.466679 0.24 -0.80 0.64
H -1.540268 -1.165933 -1.725028 0.80 -4.19 -1.04
H 1.610274 0.080076 -0.337467 2.08 -0.45 0.96
```
Forces are in eV/Å.

Values from the calculation:
E_tot, hartree: -646.5756
LUMO level, eV: 0.6981
Energy relative to the best compared isomer or geometry (same formula, charge and spin), eV: 3.7112
Structure (SMILES): C=C=NC.OS

=====

Question: Which of these has the lowest E_tot?
Answer: C36H112NO28

=====

Question: What is the energy relative to the best compared isomer or geometry (same formula, charge and spin) in the first record?
Answer: 0.7736 eV

=====

Question: The highest energy relative to the best compared isomer or geometry (same formula, charge and spin) belongs to which entry?
Answer: C3H6N2O

=====

Question: Among the records above, which one has the lowest energy relative to the best compared isomer or geometry (same formula, charge and spin)?
Answer: C36H112NO28